A.
Below is a 2-piece molecular cluster, FH3P2S2 overall, with properties calculated with ωB97M-V with the def2-TZVPD basis set.

Calculated values
SMILES string	FP=S.PS
E_HOMO	-0.3285	Ha
LUMO energy	-1.59	eV

ORCA input file:
```
! RIJCOSX wB97M-V def2-TZVPD def2/J DEFGRID3
* xyz 0 1
F 5.441 1.553 -0.210
P 4.328 0.631 0.478
S 4.247 -1.096 -0.408
P 0.541 0.317 -0.234
S -1.019 -0.425 1.062
H 1.328 1.273 0.492
H 1.474 -0.634 -0.043
H -1.207 -1.318 0.246
*
```



B.
Below is a 2-piece molecular cluster, FH3P2S2 overall, with properties calculated with ωB97M-V with the def2-TZVPD basis set.

Calculated values
SMILES string	S=PS.FP
E_HOMO	-0.3394	Ha
LUMO energy	-1.55	eV

ORCA input file:
```
! RIJCOSX wB97M-V def2-TZVPD def2/J DEFGRID3
* xyz 0 1
S 1.802 -1.232 0.551
P 2.070 -0.043 -0.987
S 1.732 1.986 -0.364
H 1.119 1.754 0.839
F -1.545 -0.470 -1.279
P -1.512 -0.111 0.326
H -0.771 -1.326 0.529
H -2.895 -0.559 0.386
*
```



Going by the energies, A is most stable and the next is 0.120 eV up.



A.
Below is a 2-piece molecular cluster, C17H19NO overall, with properties calculated with ωB97M-V with the def2-TZVPD basis set.

Calculated values
SMILES string	Cc1c[nH]c2ccccc12.CCc1ccc(O)cc1
E_HOMO	-0.2827	Ha
LUMO energy	0.86	eV

ORCA input file:
```
! RIJCOSX wB97M-V def2-TZVPD def2/J DEFGRID3
* xyz 0 1
C -1.038 2.510 4.644
C 0.241 1.992 4.268
C 1.302 2.043 5.159
N 2.425 1.327 4.674
C 2.052 0.857 3.363
C 2.726 0.017 2.435
C 2.033 -0.298 1.293
C 0.652 -0.031 1.087
C 0.000 0.734 2.020
C 0.643 1.120 3.164
H -0.878 3.606 4.562
H -1.251 2.472 5.696
H -1.962 2.344 4.050
H 1.319 2.736 6.018
H 3.245 1.486 5.032
H 3.710 -0.232 2.668
H 2.580 -0.919 0.590
H 0.310 -0.377 0.112
H -1.026 1.105 1.810
C 0.655 0.749 -4.476
C 0.130 0.458 -2.984
C -0.815 -0.731 -2.975
C -0.183 -1.920 -2.543
C -0.991 -3.079 -2.542
C -2.270 -3.041 -2.974
O -2.977 -4.183 -3.268
C -2.897 -1.794 -3.403
C -2.177 -0.638 -3.344
H 0.955 -0.159 -5.018
H 1.586 1.217 -4.358
H 0.055 1.332 -5.137
H 0.937 0.285 -2.273
H -0.421 1.326 -2.615
H 0.806 -1.909 -2.035
H -0.518 -3.985 -2.264
H -2.602 -4.939 -2.863
H -3.888 -1.833 -3.848
H -2.466 0.351 -3.724
*
```



B.
Below is a 2-piece molecular cluster, C17H19NO overall, with properties calculated with ωB97M-V with the def2-TZVPD basis set.

Calculated values
SMILES string	Cc1c[nH]c2ccccc12.CCc1ccc(O)cc1
E_HOMO	-0.2898	Ha
LUMO energy	0.85	eV

ORCA input file:
```
! RIJCOSX wB97M-V def2-TZVPD def2/J DEFGRID3
* xyz 0 1
C 0.895 0.223 2.525
C 0.855 -1.277 2.637
C 1.312 -1.980 3.707
N 1.208 -3.338 3.447
C 0.771 -3.522 2.167
C 0.497 -4.703 1.489
C -0.031 -4.601 0.214
C -0.280 -3.341 -0.361
C 0.009 -2.186 0.334
C 0.552 -2.234 1.621
H 1.707 0.560 1.875
H 1.036 0.682 3.496
H -0.036 0.591 2.094
H 1.835 -1.784 4.627
H 1.558 -4.008 4.107
H 0.616 -5.645 2.013
H -0.189 -5.510 -0.323
H -0.694 -3.403 -1.362
H -0.347 -1.233 -0.044
C -1.820 3.216 1.174
C -1.777 2.105 0.110
C -0.980 2.504 -1.109
C 0.020 1.710 -1.609
C 0.616 1.929 -2.857
C 0.135 2.958 -3.633
O 0.560 3.214 -4.913
C -0.830 3.834 -3.135
C -1.362 3.610 -1.887
H -2.771 3.754 1.291
H -1.062 3.989 1.005
H -1.635 2.796 2.152
H -1.234 1.251 0.537
H -2.765 1.710 -0.083
H 0.335 0.842 -1.033
H 1.368 1.263 -3.262
H 1.008 2.433 -5.297
H -0.961 4.728 -3.721
H -2.069 4.338 -1.484
*
```



C.
Below is a 2-piece molecular cluster, C17H19NO overall, with properties calculated with ωB97M-V with the def2-TZVPD basis set.

Calculated values
SMILES string	Cc1c[nH]c2ccccc12.CCc1ccc(O)cc1
E_HOMO	-0.2859	Ha
LUMO energy	0.80	eV

ORCA input file:
```
! RIJCOSX wB97M-V def2-TZVPD def2/J DEFGRID3
* xyz 0 1
C 2.946 0.985 -1.008
C 1.560 1.516 -1.063
C 1.340 2.823 -0.701
N 0.040 3.230 -1.006
C -0.623 2.096 -1.449
C -1.847 1.924 -2.117
C -2.130 0.886 -2.980
C -1.154 -0.117 -3.064
C 0.083 -0.049 -2.474
C 0.343 1.048 -1.612
H 3.558 1.580 -1.732
H 3.129 -0.062 -1.258
H 3.419 1.032 -0.007
H 2.077 3.729 -0.546
H -0.386 4.105 -0.790
H -2.733 2.619 -2.038
H -3.113 0.827 -3.438
H -1.339 -0.910 -3.813
H 0.928 -0.743 -2.489
C 2.446 -2.170 1.804
C 1.147 -2.374 2.581
C -0.075 -1.633 2.123
C -0.076 -0.522 1.259
C -1.241 -0.019 0.756
C -2.489 -0.575 1.089
O -3.570 0.224 0.679
C -2.551 -1.669 1.910
C -1.324 -2.156 2.468
H 2.311 -2.429 0.731
H 3.280 -2.792 2.190
H 2.633 -1.118 1.868
H 0.759 -3.383 2.373
H 1.443 -2.326 3.658
H 0.930 -0.031 1.017
H -1.260 1.017 0.231
H -3.738 0.704 1.507
H -3.381 -2.156 2.322
H -1.340 -3.114 3.017
*
```



Going by the energies, B is most stable and the next is 1.618 eV up.



A.
Below is one molecule with the formula C2H4N2O3S, with properties calculated with ωB97M-V with the def2-TZVPD basis set.

Calculated values
SMILES string	N#S(=O)COC(N)=O
E_HOMO	-0.3800	Ha
LUMO energy	-0.79	eV

ORCA input file:
```
! RIJCOSX wB97M-V def2-TZVPD def2/J DEFGRID3
* xyz 0 1
N -1.216 -0.854 -1.174
S -1.799 0.038 -0.205
O -3.194 0.473 0.023
C -0.457 1.401 0.183
O 0.574 0.672 -0.272
C 0.822 -0.491 0.309
N 1.874 -1.185 -0.160
O 0.265 -0.784 1.343
H -0.442 1.709 1.252
H -0.636 2.164 -0.448
H 2.028 -2.038 0.395
H 2.181 -1.104 -1.243
*
```



B.
Below is a 2-piece molecular cluster, C2H4N2O3S overall, with properties calculated with ωB97M-V with the def2-TZVPD basis set.

Calculated values
E_HOMO	-0.3385	Ha
LUMO energy	0.31	eV

ORCA input file:
```
! RIJCOSX wB97M-V def2-TZVPD def2/J DEFGRID3
* xyz 0 1
C -0.942 1.657 0.494
C 2.475 -0.313 0.090
N -1.390 0.673 -0.157
N 3.384 -0.513 -0.653
O 1.742 -0.151 0.966
O -2.798 -1.430 0.410
O -0.642 -1.440 -1.063
S -1.209 -0.945 0.192
H -0.958 2.612 0.000
H -0.386 1.866 1.363
H 4.090 -0.218 -1.264
H -3.365 -1.798 -0.378
*
```



C.
Below is one molecule with the formula C2H4N2O3S, with properties calculated with ωB97M-V with the def2-TZVPD basis set.

Calculated values
SMILES string	O=C(NO)S/C=N\O
E_HOMO	-0.3472	Ha
LUMO energy	0.33	eV

ORCA input file:
```
! RIJCOSX wB97M-V def2-TZVPD def2/J DEFGRID3
* xyz 0 1
O 1.245 1.928 0.026
C 1.281 0.692 -0.031
N 2.418 -0.025 0.172
O 2.342 -1.453 -0.061
S -0.192 -0.541 -0.129
C -1.449 0.779 -0.091
N -2.697 0.557 0.115
O -2.885 -0.864 0.020
H 3.296 0.327 -0.263
H 2.083 -1.937 0.838
H -1.079 1.765 0.030
H -3.882 -0.946 0.307
*
```



Going by the energies, B is most stable and the next is 1.054 eV up.



A.
Below is one molecule with the formula C6H12O3, with properties calculated with ωB97M-V with the def2-TZVPD basis set.

Calculated values
SMILES string	CCC(C)(C)C(=O)OO
E_HOMO	-0.3562	Ha
LUMO energy	0.75	eV

ORCA input file:
```
! RIJCOSX wB97M-V def2-TZVPD def2/J DEFGRID3
* xyz 0 1
C -0.505 -1.955 1.270
C 0.085 -0.559 1.349
C 0.362 0.257 -0.126
C 1.073 -0.673 -1.104
C 1.138 1.527 0.191
C -1.021 0.462 -0.525
O -2.100 -0.025 -0.455
O -0.770 1.559 -1.623
O -1.950 2.350 -1.679
H -1.504 -1.941 0.840
H 0.126 -2.625 0.688
H -0.582 -2.378 2.273
H 1.089 -0.598 1.772
H -0.522 0.087 1.985
H 1.979 -1.059 -0.640
H 0.440 -1.508 -1.393
H 1.320 -0.111 -2.002
H 2.076 1.261 0.675
H 0.570 2.186 0.844
H 1.358 2.063 -0.728
H -2.664 1.680 -1.611
*
```



B.
Below is one molecule with the formula C6H12O3, with properties calculated with ωB97M-V with the def2-TZVPD basis set.

Calculated values
E_HOMO	-0.3002	Ha
LUMO energy	-0.97	eV

ORCA input file:
```
! RIJCOSX wB97M-V def2-TZVPD def2/J DEFGRID3
* xyz 0 1
C 1.396 0.607 1.156
C 0.546 1.075 -0.345
O 1.638 0.840 -1.288
O 0.088 2.234 -0.240
H 1.768 1.719 -1.669
H 2.045 1.481 1.081
H 1.996 -0.299 1.084
H 0.905 0.693 2.128
C -1.792 0.406 -1.294
C -0.271 -1.767 1.311
C -0.506 -0.115 -0.666
C -0.562 -0.443 0.752
O 0.054 -1.170 -1.417
H 0.825 -0.782 -1.864
H -1.092 0.279 1.363
H -2.527 -0.397 -1.366
H -1.563 0.758 -2.300
H -2.192 1.242 -0.724
H 0.465 -2.299 0.713
H -0.002 -1.737 2.366
H -1.218 -2.325 1.218
*
```



C.
Below is a 2-piece molecular cluster, C6H12O3 overall, with properties calculated with ωB97M-V with the def2-TZVPD basis set.

Calculated values
SMILES string	CC(C)C=O.CC(=O)O
E_HOMO	-0.3379	Ha
LUMO energy	-0.10	eV

ORCA input file:
```
! RIJCOSX wB97M-V def2-TZVPD def2/J DEFGRID3
* xyz 0 1
C 2.063 0.701 -0.282
C 0.963 1.030 0.705
C 0.842 0.155 1.890
C -0.547 1.120 -0.132
O -0.593 1.565 -1.243
H 2.253 -0.371 -0.312
H 2.988 1.204 0.003
H 1.785 1.019 -1.285
H 0.963 2.092 0.972
H 0.227 -0.773 1.551
H 0.281 0.607 2.702
H 1.797 -0.224 2.250
H -1.353 1.298 0.613
C -2.350 -0.882 -1.173
C -1.021 -1.149 -0.506
O -0.938 -1.582 0.653
O -0.064 -1.459 -1.418
H -3.059 -0.475 -0.456
H -2.207 -0.192 -2.002
H -2.723 -1.827 -1.571
H 0.692 -1.855 -0.961
*
```



Going by the energies, C is most stable and the next is 1.684 eV up.



A.
Below is a 2-piece molecular cluster, C4H12N3O overall, with properties calculated with ωB97M-V with the def2-TZVPD basis set.

Calculated values
E_HOMO	-0.4895	Ha
LUMO energy	-5.73	eV

ORCA input file:
```
! RIJCOSX wB97M-V def2-TZVPD def2/J DEFGRID3
* xyz 1 1
C 1.325 -0.356 -0.490
C 3.153 0.220 0.841
C -1.626 1.505 -0.953
C -2.808 -1.485 0.563
N 0.459 0.153 0.254
N 2.586 -0.573 -0.263
N -1.863 0.562 -0.002
O -2.316 -0.555 -0.469
H 0.751 -0.726 -1.366
H 4.213 0.403 0.561
H 2.673 1.210 0.813
H 3.132 -0.194 1.760
H -2.456 2.250 -0.942
H -0.746 2.094 -0.714
H -1.568 1.001 -2.012
H -2.024 -1.702 1.310
H -2.989 -2.287 -0.148
H -3.741 -1.091 1.133
H 3.141 -1.065 -0.959
H 0.706 0.636 1.082
*
```



B.
Below is a 2-piece molecular cluster, C4H12N3O overall, with properties calculated with ωB97M-V with the def2-TZVPD basis set.

Calculated values
E_HOMO	-0.4863	Ha
LUMO energy	-4.97	eV

ORCA input file:
```
! RIJCOSX wB97M-V def2-TZVPD def2/J DEFGRID3
* xyz 1 1
C -0.495 -0.125 -3.086
C -0.845 -0.151 -1.617
C -0.993 1.717 0.017
N -1.185 1.218 -1.138
H -1.330 0.274 -3.658
H 0.407 0.446 -3.297
H -0.309 -1.146 -3.407
H -1.725 -0.761 -1.423
H -0.023 -0.482 -0.982
H -1.307 2.743 0.157
H -0.490 1.073 0.735
H -1.671 1.811 -1.812
N 2.163 -0.189 2.860
C 1.515 -1.185 2.167
N 0.178 -0.895 1.841
O 2.069 -2.169 1.765
H 1.613 0.417 3.445
H 3.045 -0.462 3.272
H -0.290 -1.768 1.629
H -0.327 -0.366 2.533
*
```



Going by the energies, B is most stable and the next is 5.160 eV up.



A.
Below is one molecule with the formula C7H9N, with properties calculated with ωB97M-V with the def2-TZVPD basis set.

Calculated values
E_HOMO	-0.3348	Ha
LUMO energy	0.57	eV

ORCA input file:
```
! RIJCOSX wB97M-V def2-TZVPD def2/J DEFGRID3
* xyz 0 1
C 1.187 -0.166 1.616
C 0.700 1.155 1.212
C 0.084 0.425 -0.695
C 0.607 2.276 1.868
C -0.850 1.101 -1.195
C 0.566 -0.992 -0.539
C -0.305 -2.145 -0.804
N 1.097 -1.230 0.871
H 1.482 -0.177 2.655
H 0.271 3.222 1.506
H 1.059 2.496 2.860
H -1.491 0.742 -2.146
H -1.131 2.115 -0.958
H 1.334 -1.033 -1.262
H -0.488 -2.325 -1.866
H -1.310 -2.061 -0.276
H 0.305 -3.011 -0.387
*
```



B.
Below is one molecule with the formula C7H9N, with properties calculated with ωB97M-V with the def2-TZVPD basis set.

Calculated values
SMILES string	C1=C[C@H]2C=C[C@@H]1CN2
E_HOMO	-0.3032	Ha
LUMO energy	1.06	eV

ORCA input file:
```
! RIJCOSX wB97M-V def2-TZVPD def2/J DEFGRID3
* xyz 0 1
C 0.427 -0.883 -1.135
C -0.879 -0.987 -0.899
C -1.262 -0.034 0.263
C -0.852 1.352 -0.062
C 0.422 1.469 -0.425
C 1.216 0.187 -0.392
C 1.088 -0.384 1.006
N -0.293 -0.449 1.334
H 0.850 -1.601 -1.905
H -1.583 -1.789 -1.146
H -2.248 -0.131 0.669
H -1.649 2.142 0.030
H 0.839 2.393 -0.707
H 2.245 0.342 -0.629
H 1.736 0.219 1.609
H 1.550 -1.349 1.002
H -0.651 -1.403 1.599
*
```



C.
Below is one molecule with the formula C7H9N, with properties calculated with ωB97M-V with the def2-TZVPD basis set.

Calculated values
SMILES string	C=C(C)/C=C(\C)C#N
E_HOMO	-0.3334	Ha
LUMO energy	0.00	eV

ORCA input file:
```
! RIJCOSX wB97M-V def2-TZVPD def2/J DEFGRID3
* xyz 0 1
C 0.680 2.057 -1.426
C 0.346 0.897 -0.868
C 0.100 -0.267 -1.783
C 0.177 0.740 0.606
C -0.248 -0.336 1.333
C -0.584 -1.725 0.983
C -0.192 -0.088 2.746
N -0.147 -0.043 3.898
H 0.980 2.905 -0.807
H 0.604 2.240 -2.481
H -0.909 -0.718 -1.574
H 0.115 0.101 -2.841
H 0.838 -1.078 -1.640
H 0.344 1.677 1.104
H -1.564 -1.765 0.424
H -0.678 -2.279 1.928
H 0.138 -2.317 0.399
*
```



Going by the energies, C is most stable and the next is 0.678 eV up.